Entry 1:
62
Properties=species:S:1:pos:R:3 method="wB97M-V/def2-TZVPD" smiles="COc1c(C)cccc1C(=O)Nc1ccc(N2CCN(C(=O)c3ccccc3C)CC2)cc1" charge=0 de_lowest_kcal_mol=5.06 homo_lumo_gap_ha=0.2984 e_homo_ev=-7.452
C 0.0988 -0.9864 3.6488
H 1.0993 -0.5929 3.4748
H -0.2876 -1.4352 2.7275
H 0.1378 -1.7534 4.4286
O -0.6895 0.1143 4.0567
C -2.0178 -0.2146 4.3191
C -2.4096 -0.4101 5.6442
C -3.7361 -0.7246 5.9112
C -4.6559 -0.8655 4.8885
C -4.2591 -0.6763 3.5797
C -2.9450 -0.3332 3.2784
C -2.6167 -0.1510 1.8267
O -3.2045 -0.7770 0.9662
N -1.6564 0.7828 1.5920
C -1.1100 1.1922 0.3736
C -1.5119 0.6919 -0.8600
C -0.9083 1.1287 -2.0241
C 0.1069 2.0866 -2.0051
C 0.4895 2.5941 -0.7590
C -0.0997 2.1519 0.4044
H 0.2216 2.5581 1.3538
H 1.2493 3.3577 -0.6952
N 0.7046 2.6050 -3.1611
C 0.2175 2.2046 -4.4639
H -0.8592 2.0557 -4.4178
C 0.9517 0.9372 -4.9746
N 1.7421 0.3697 -3.9040
C 1.4184 -0.8458 -3.3974
O 0.5295 -1.5282 -3.8698
C 2.2392 -1.3101 -2.2316
C 1.7496 -1.1272 -0.9451
C 2.4639 -1.5963 0.1432
C 3.6631 -2.2581 -0.0548
C 4.1406 -2.4569 -1.3387
C 3.4387 -1.9924 -2.4425
C 3.9490 -2.2127 -3.8343
H 4.7407 -2.9578 -3.8418
H 3.1420 -2.5476 -4.4831
H 4.3473 -1.2850 -4.2466
H 5.0708 -2.9863 -1.4886
H 4.2243 -2.6287 0.7906
H 2.0798 -1.4501 1.1417
H 0.8083 -0.6182 -0.8030
C 2.7474 1.2504 -3.3600
H 3.6168 1.2854 -4.0308
C 2.1487 2.6713 -3.1941
H 2.5377 3.1333 -2.2891
H 2.4274 3.3033 -4.0423
H 3.0700 0.8580 -2.3944
H 1.6162 1.1862 -5.8093
H 0.2492 0.1678 -5.2977
H 0.4066 3.0393 -5.1488
H -1.2289 0.6766 -2.9484
H -2.2848 -0.0568 -0.9061
H -1.2260 1.2004 2.4086
H -4.9540 -0.7868 2.7613
H -5.6801 -1.1220 5.1126
H -4.0415 -0.8685 6.9376
C -1.4175 -0.2895 6.7618
H -0.5450 0.2717 6.4380
H -1.0934 -1.2795 7.0848
H -1.8674 0.2111 7.6161



Entry 2:
63
Properties=species:S:1:pos:R:3 method="wB97M-V/def2-TZVPD" charge=0 de_lowest_kcal_mol=24.34 homo_lumo_gap_ha=0.2885 e_homo_ev=-7.705
C -1.0668 2.1523 2.9792
C -2.1635 1.4664 2.1571
C -3.5220 1.6923 2.8344
C -2.1673 2.1117 0.7778
C -1.8600 -0.0300 1.9919
N -2.6061 -0.9490 2.6549
C -2.0225 -2.2079 2.6174
C -0.8737 -2.1165 1.8082
C -0.1428 -3.2930 1.5711
C -0.6286 -4.5176 2.0435
C -1.8107 -4.5803 2.8011
C -2.5280 -3.4096 3.0912
C -0.7767 -0.7190 1.3974
C 0.2949 -0.1798 0.5802
C 1.6435 -0.8101 0.6611
C 2.1276 -1.5197 1.7868
C 3.3870 -2.1252 1.7440
C 4.1789 -2.0077 0.5972
C 5.4585 -2.7713 0.4578
C 3.7812 -1.1351 -0.4202
C 2.5524 -0.4864 -0.3522
H -0.0787 2.0268 2.5195
H -1.2757 3.2304 2.9961
H -1.0313 1.8012 4.0181
H -4.3403 1.1893 2.3048
H -3.5359 1.3813 3.8863
H -3.7418 2.7683 2.8237
H -2.8087 1.5532 0.0838
H -2.5441 3.1380 0.8673
H -1.1513 2.1838 0.3796
H -3.4903 -0.7659 3.1105
H 0.8161 -3.2468 1.0525
H -0.0793 -5.4254 1.8064
H -2.1925 -5.5499 3.1269
H -3.4888 -3.4112 3.5982
H 0.3454 0.8882 0.4449
H 1.5124 -1.5821 2.6992
H 3.7206 -2.6972 2.6141
H 5.9039 -2.5225 -0.5062
H 6.1823 -2.5587 1.2526
H 5.2663 -3.8483 0.4593
H 4.4435 -0.9413 -1.2653
H 2.3095 0.3187 -1.0542
C 1.5139 4.2931 -3.4340
N 0.7649 3.0620 -3.3000
C 0.0720 2.6968 -4.4651
O 0.1238 3.3627 -5.4939
N -0.7281 1.5014 -4.4191
C -1.3986 1.1675 -5.6526
C -0.7325 0.7528 -3.2996
C 0.0566 1.0736 -2.1794
C 0.7448 2.3388 -2.0705
O 1.2402 2.8066 -1.0323
N -0.1457 0.0900 -1.2429
C -1.0559 -0.7451 -1.7891
N -1.4308 -0.4057 -3.0504
H 2.0235 4.4909 -2.4820
H 2.2250 4.1811 -4.2690
H 0.8188 5.1040 -3.7088
H -1.9350 0.2349 -5.5007
H -2.0690 1.9938 -5.9052
H -0.6427 1.0850 -6.4398
H -1.4417 -1.5788 -1.2637



Entry 3:
57
Properties=species:S:1:pos:R:3 method="wB97M-V/def2-TZVPD" charge=+1 de_lowest_kcal_mol=8.52 homo_lumo_gap_ha=0.2051 e_homo_ev=-11.162
C -6.0083 -0.0106 3.1719
C -5.3393 -1.1669 3.3454
C -6.0488 -2.4820 3.1341
C -3.8523 -1.1745 3.6714
C -2.9729 -1.1408 2.4000
C -1.4728 -1.1986 2.5735
C -0.8624 -2.4420 3.1552
C -0.6900 -0.1592 2.1767
H -5.5172 0.9527 3.3034
H -7.0637 -0.0192 2.8998
H -5.3991 -3.3330 3.3675
H -6.9493 -2.5503 3.7622
H -6.3879 -2.5829 2.0912
H -3.6153 -0.2927 4.2833
H -3.6150 -2.0737 4.2542
H -3.2760 -1.9916 1.7657
H -3.2127 -0.2263 1.8414
H -1.5491 -3.2972 3.1052
H 0.0545 -2.7270 2.6169
H -0.5745 -2.3006 4.2080
H 0.3885 -0.1901 2.3397
H -1.1501 0.8084 1.9632
C 6.8354 3.8706 -1.9476
C 6.3025 3.0973 -2.9850
C 4.9427 3.1695 -3.2943
C 4.1392 4.0378 -2.5535
O 2.7506 4.0639 -2.7565
C 2.0177 2.9652 -2.3023
C 1.4389 3.0287 -1.0268
C 0.8372 1.9008 -0.5091
C 0.7125 0.6827 -1.2582
C 0.0935 -0.4300 -0.6363
C -0.0421 -1.7388 -1.1798
C -1.0547 -2.6162 -0.6590
C -1.2588 -3.8868 -1.1718
C -0.5007 -4.3388 -2.2654
C 0.5082 -3.5161 -2.7906
C 0.7774 -2.2771 -2.2240
C 1.1804 0.7364 -2.6121
C 1.8839 1.8230 -3.0997
C 4.6624 4.8610 -1.5535
C 6.0118 4.7454 -1.2304
H 7.8954 3.7977 -1.6997
H 6.9437 2.4284 -3.5621
H 4.4966 2.5684 -4.0878
H 1.5046 3.9560 -0.4597
H 0.4285 1.9275 0.4980
H -0.4225 -0.2292 0.2940
H -1.6844 -2.2396 0.1487
H -2.0227 -4.5319 -0.7341
H -0.6956 -5.3235 -2.6965
H 1.0859 -3.8572 -3.6518
H 1.6365 -1.7097 -2.5811
H 0.9736 -0.0816 -3.2970
H 2.3310 1.8181 -4.0953
H 3.9904 5.5425 -1.0315
H 6.4147 5.3537 -0.4182



Entry 4:
69
Properties=species:S:1:pos:R:3 method="wB97M-V/def2-TZVPD" charge=0 de_lowest_kcal_mol=6.24 homo_lumo_gap_ha=0.2907 e_homo_ev=-7.628
Al 0.2792 -0.0433 1.2424
N -2.4634 -2.9724 2.6122
C -1.4783 -2.0377 2.5569
S -1.9322 -0.4171 2.0721
N -0.2758 -2.4106 2.8687
N 0.6490 -1.4013 2.6833
C 1.7508 -1.5212 3.3226
C 2.8079 -0.5302 3.3064
C 3.9246 -0.7282 4.1259
C 4.9272 0.2146 4.2102
C 4.8142 1.3880 3.4626
C 3.7236 1.6057 2.6440
C 2.7036 0.6548 2.5457
O 1.6814 0.8796 1.7422
H -3.4163 -2.6618 2.5977
H -2.2395 -3.8567 3.0362
H 1.8742 -2.4077 3.9421
H 3.9881 -1.6466 4.7004
H 5.7839 0.0509 4.8511
H 5.5941 2.1380 3.5232
H 3.6397 2.5104 2.0539
O 0.4378 -1.1803 -0.0290
C 0.3930 -1.8134 -1.2470
C 0.6555 -0.8117 -2.3768
C 1.4211 0.3113 -2.2811
C 1.6335 0.9497 -3.5395
C 1.0224 0.2981 -4.5640
S 0.1618 -1.0763 -4.0054
C -0.9518 -2.5141 -1.4049
C -2.1383 -1.9895 -1.8235
C -3.2329 -2.8850 -1.6718
C -2.8534 -4.0706 -1.1219
S -1.1746 -4.1141 -0.8118
C 1.5347 -2.8333 -1.2584
C 1.8652 -3.7622 -2.1985
C 3.0432 -4.4885 -1.8603
C 3.5740 -4.0864 -0.6732
S 2.6477 -2.8388 0.0443
H 1.8413 0.6484 -1.3418
H 2.2312 1.8439 -3.6656
H 1.0091 0.5517 -5.6138
H -2.2382 -0.9883 -2.2234
H -4.2497 -2.6453 -1.9546
H -3.4617 -4.9358 -0.9045
H 1.2916 -3.9226 -3.1028
H 3.4679 -5.2748 -2.4713
H 4.4533 -4.4630 -0.1722
C -2.2819 2.6007 -3.9770
C -2.5022 3.1486 -2.5697
C -1.2836 2.9433 -1.6537
S -1.6603 1.6921 -0.4235
O -0.3525 1.5380 0.3552
C -2.7182 2.6430 0.6977
C -1.9917 3.7254 1.4854
C -2.9049 4.2942 2.5729
H -3.2102 2.6178 -4.5497
H -1.9224 1.5699 -3.9434
H -1.5413 3.1964 -4.5146
H -3.3829 2.6610 -2.1391
H -2.7351 4.2129 -2.6158
H -0.9670 3.8470 -1.1363
H -0.4250 2.5326 -2.1883
H -3.1261 1.8857 1.3710
H -3.5384 3.0377 0.0921
H -1.6695 4.5306 0.8233
H -1.0981 3.2947 1.9365
H -3.8329 4.6835 2.1476
H -2.4093 5.1070 3.1031
H -3.1660 3.5215 3.2992



Entry 5:
66
Properties=species:S:1:pos:R:3 method="wB97M-V/def2-TZVPD" charge=0 de_lowest_kcal_mol=12.01 homo_lumo_gap_ha=0.2685 e_homo_ev=-7.264
Cs 0.2639 0.0017 0.5207
N 0.7383 3.1888 -0.0232
C 0.2134 4.4680 0.1023
C 1.0568 5.5607 0.2998
C 0.5307 6.8270 0.4750
C -0.8428 7.0277 0.4526
C -1.6799 5.9395 0.2758
C -1.1825 4.6471 0.1130
P -2.2623 3.1860 -0.0800
C -3.9147 3.9236 -0.2429
C -4.4178 4.0772 -1.5336
C -5.6558 4.6660 -1.7421
C -6.4107 5.0908 -0.6596
C -5.9256 4.9297 0.6304
C -4.6832 4.3528 0.8373
C -2.2938 2.4921 1.6091
C -1.4790 2.9542 2.6393
C -1.5776 2.4068 3.9106
C -2.4941 1.4008 4.1687
C -3.2929 0.9194 3.1427
C -3.1827 1.4509 1.8708
H 0.2154 2.6140 -0.6701
H 1.7432 3.0966 -0.1391
H 2.1284 5.4058 0.3039
H 1.2030 7.6630 0.6192
H -1.2592 8.0177 0.5769
H -2.7514 6.0944 0.2715
H -3.8343 3.7308 -2.3783
H -6.0316 4.7819 -2.7500
H -7.3799 5.5445 -0.8202
H -6.5165 5.2574 1.4758
H -4.3050 4.2315 1.8451
H -0.7772 3.7564 2.4515
H -0.9415 2.7859 4.7007
H -2.5807 0.9871 5.1654
H -3.9932 0.1161 3.3294
H -3.8131 1.0576 1.0803
O 3.6422 1.8985 -0.0379
N 2.9131 0.9695 0.3780
N 3.4695 -0.1779 0.6130
O 2.7078 -1.1963 1.0628
C 4.8315 -0.5077 0.3167
C 5.8880 0.3727 0.5349
C 7.1814 -0.0569 0.2672
C 7.4243 -1.3264 -0.2222
C 6.3637 -2.1939 -0.4392
C 5.0678 -1.7957 -0.1634
H 5.6884 1.3662 0.8956
H 8.0073 0.6206 0.4420
H 8.4387 -1.6400 -0.4308
H 6.5370 -3.1924 -0.8197
H 4.2252 -2.4557 -0.2903
C 0.9635 -3.3608 2.5867
As 0.2911 -1.8459 3.5648
C -0.6088 -2.5173 5.1238
C 1.8308 -0.8622 4.1591
O -0.7142 -0.8960 2.6062
H 1.4220 -4.0243 3.3207
H 1.6817 -3.0219 1.8434
H 0.1164 -3.8634 2.1204
H 0.0136 -3.2740 5.6004
H -1.5613 -2.9519 4.8275
H -0.7866 -1.6951 5.8145
H 2.3434 -1.4969 4.8829
H 1.4855 0.0482 4.6478
H 2.4414 -0.6509 3.2825



Entry 6:
74
Properties=species:S:1:pos:R:3 method="wB97M-V/def2-TZVPD" smiles="CC[C@H](Cl)c1cc(C(=O)[O-])c2c(c1-c1ccccn1)N(F)c1c(c(B(O)N(C)C)c(COCOCCO)c(I)c1P(N)O)S2" charge=-1 homo_lumo_gap_ha=0.2485 e_homo_ev=-5.032
C -1.6350 6.5700 1.2347
C -3.0391 5.9424 1.2534
C -3.0750 4.4779 1.6862
Cl -2.3528 4.4286 3.3451
C -2.4112 3.5018 0.7336
C -1.9901 3.9526 -0.5162
C -1.4135 3.1242 -1.4702
C -0.9947 3.6748 -2.8365
O 0.1518 4.1493 -2.8845
O -1.8866 3.5599 -3.7141
C -1.2654 1.7851 -1.1456
C -1.6608 1.3070 0.0985
C -2.2434 2.1484 1.0420
C -2.7146 1.5306 2.3154
C -1.8260 1.3282 3.3744
C -2.2832 0.7351 4.5342
C -3.6223 0.3605 4.5929
C -4.4266 0.5835 3.4890
N -3.9928 1.1620 2.3631
N -1.4858 -0.0660 0.4327
F -2.5109 -0.8256 -0.2502
C -0.2458 -0.6253 0.0203
C 0.2699 -0.3739 -1.2543
C 1.4803 -0.9453 -1.6625
B 1.9637 -0.6372 -3.1503
O 1.0690 -0.9078 -4.1604
N 3.2756 -0.0672 -3.4964
C 4.0541 -1.0857 -4.2439
C 3.0254 1.1097 -4.3647
C 2.1849 -1.7429 -0.7520
C 3.4649 -2.3458 -1.2555
O 3.1753 -3.4071 -2.1622
C 2.9218 -4.6146 -1.5519
O 1.6042 -4.5970 -1.0532
C 1.1891 -5.8281 -0.5040
C -0.0119 -5.5788 0.3756
O 0.4404 -5.1887 1.6686
C 1.6625 -1.9657 0.5172
I 2.8624 -3.1056 1.8477
C 0.4349 -1.4449 0.9213
P -0.4810 -1.6860 2.5491
N 0.6183 -0.8824 3.6273
O -0.1481 -3.2581 2.9468
S -0.6125 0.6870 -2.3495
H -1.4533 7.1209 2.1538
H -1.5020 7.2141 0.3691
H -0.8634 5.8032 1.1794
H -3.4886 6.0142 0.2659
H -3.6368 6.4879 1.9813
H -4.1214 4.2018 1.8033
H -2.1007 4.9863 -0.8052
H -0.8008 1.6568 3.2735
H -1.6204 0.5683 5.3720
H -4.0351 -0.0981 5.4808
H -5.4672 0.2835 3.5006
H 0.5710 -1.7104 -3.9699
H 4.9764 -1.3325 -3.7147
H 3.5073 -2.0174 -4.3893
H 4.3320 -0.7055 -5.2261
H 2.6440 0.8175 -5.3476
H 2.2865 1.7672 -3.9080
H 3.9594 1.6493 -4.5139
H 4.0151 -1.5883 -1.8067
H 4.1106 -2.7067 -0.4575
H 3.0519 -5.4008 -2.3036
H 3.6074 -4.8002 -0.7113
H 0.9113 -6.5170 -1.3133
H 1.9790 -6.3034 0.0868
H -0.6123 -4.7946 -0.0860
H -0.5910 -6.5008 0.4691
H -0.0738 -4.4393 1.9914
H 0.7800 0.0521 3.2578
H 1.5377 -1.3212 3.5999
H 0.5782 -3.3259 3.5773



Entry 7:
67
Properties=species:S:1:pos:R:3 method="wB97M-V/def2-TZVPD" charge=-1 homo_lumo_gap_ha=0.1094 e_homo_ev=-2.262
C 4.3810 -0.1050 -0.7479
C 4.0154 -0.7643 -2.0743
O 4.7619 -1.5731 -2.5824
O 2.8390 -0.4981 -2.7643
C 2.0273 0.5296 -2.2014
C 1.2130 0.0520 -0.9947
C 1.0575 -1.3080 -0.8148
C 0.3237 -1.8573 0.2153
C 0.2217 -3.3782 0.3512
I 1.0979 -4.0322 2.2511
C 1.0167 -4.1343 -0.7679
C 1.3497 -5.6184 -0.4174
I -0.0150 -4.0982 -2.6533
C -0.3034 -0.9625 1.1162
C -1.1810 -1.4813 2.2510
C -2.3894 -2.3117 1.6730
C -3.7321 -1.5149 1.7589
C -4.2078 -1.1425 0.3272
C -5.6861 -0.7468 0.2786
N -6.1975 -0.6771 -1.1075
C -0.1134 0.3951 0.9549
C 0.6435 0.9264 -0.0974
C 0.8034 2.4309 -0.1976
O 1.8195 2.9590 -0.5950
C -0.3897 3.2456 0.2713
C -0.7463 4.4739 -0.2679
C 0.0548 5.1549 -1.3670
C -1.8679 5.1281 0.2048
C -2.6409 4.6203 1.2181
Br -4.1892 5.5338 1.8553
C -2.2771 3.3959 1.7873
Cl -3.2463 2.7757 3.1086
C -1.1761 2.7362 1.3069
C -0.6977 1.4092 1.8999
O -0.7699 1.2705 3.1037
H 4.4217 0.9821 -0.8927
H 5.3723 -0.4448 -0.4446
H 3.6622 -0.3371 0.0495
H 2.6214 1.4177 -1.9882
H 1.2873 0.7856 -2.9759
H 1.5456 -1.9242 -1.5624
H -0.8038 -3.7439 0.2847
H 1.9948 -3.6437 -0.8279
H 0.5400 -6.1149 0.1249
H 2.3311 -5.7209 0.0478
H 1.4247 -6.1357 -1.3852
H -1.6514 -0.6556 2.7867
H -0.6068 -2.0350 2.9960
H -2.2080 -2.4320 0.6013
H -2.5011 -3.2685 2.1938
H -3.6196 -0.5610 2.2920
H -4.5245 -2.0941 2.2505
H -3.5563 -0.3696 -0.1116
H -4.0921 -2.0433 -0.2972
H -6.2477 -1.5543 0.7737
H -5.8487 0.2016 0.8122
H -5.4277 -0.5584 -1.7551
H -6.8452 0.0943 -1.2017
H -0.3877 4.9492 -2.3511
H 1.1241 4.9577 -1.3288
H -0.0646 6.2402 -1.2235
H -2.1734 6.0967 -0.1885
C 7.6662 1.4170 -0.5631
O 6.8607 1.4469 0.5063
H 8.7175 1.0550 -0.3940
H 7.3413 0.7624 -1.4244
H 7.8488 2.3973 -1.0857